[1]
The following is a DFT calculation (ωB97M-V with the def2-TZVPD basis set) of a cluster of 2 separate species, C5H12N2O in total at a distorted geometry.

Atoms and positions in Å:
O: 1.218 2.252 0.638
C: 1.387 1.512 1.673
C: 0.772 0.313 1.925
C: -0.354 -0.194 1.094
C: 0.036 -1.093 -0.089
C: 1.026 -0.345 -0.966
N: 0.384 0.514 -1.967
N: -2.297 -0.553 -1.050
H: 2.099 1.875 2.436
H: 1.051 -0.189 2.804
H: -0.832 0.657 0.611
H: -1.175 -0.664 1.658
H: -0.893 -1.165 -0.703
H: 0.409 -1.988 0.327
H: 1.748 -0.928 -1.468
H: 1.551 0.352 -0.272
H: -0.002 -0.025 -2.745
H: -2.995 0.168 -0.962
H: -0.446 0.926 -1.535
H: -2.687 -1.425 -1.408

Summary:
HOMO energy (eV): -7.79
Gap between HOMO and LUMO (eV): 3.91
Energy above the lowest of the compared OMol25 structures with the same formula, charge and spin (kcal/mol): 202.43
Strongest force on any atom (eV/Å): 5.3

[2]
The following is a DFT calculation (ωB97M-V with the def2-TZVPD basis set) of a cluster of 13 separate species, H26O13 in total at a distorted geometry.

Atoms and positions in Å:
O: -2.468 -0.473 3.220
H: -2.417 -0.818 4.096
H: -1.708 -0.753 2.703
O: 0.227 2.865 -0.661
H: 0.234 2.151 -0.005
H: 0.703 3.547 -0.154
O: -3.742 -0.569 -2.205
H: -3.640 0.294 -2.614
H: -2.924 -0.587 -1.671
O: 0.322 -0.064 -0.234
H: -0.497 -0.432 0.159
H: -0.119 0.238 -1.014
O: 2.427 0.748 2.171
H: 1.566 1.171 2.267
H: 2.411 -0.087 1.743
O: -0.733 -3.115 -0.244
H: -0.582 -2.311 -0.768
H: -1.387 -2.873 0.424
O: -0.228 -1.665 2.202
H: 0.161 -2.148 1.463
H: 0.123 -2.164 2.895
O: -2.257 -0.553 -0.019
H: -2.261 0.348 0.354
H: -2.859 -1.112 0.486
O: -0.850 0.539 -2.390
H: -1.538 1.182 -2.267
H: -1.281 -0.307 -2.568
O: 1.909 1.182 -2.953
H: 1.925 1.361 -3.933
H: 0.993 0.940 -2.710
O: -0.210 1.384 2.567
H: -1.042 1.470 2.115
H: -0.165 0.459 2.732
O: 2.814 -1.498 -1.507
H: 3.756 -1.510 -1.698
H: 2.650 -0.553 -1.383
O: 3.676 1.378 -0.551
H: 4.176 0.873 0.096
H: 2.834 1.464 -0.147

Summary:
HOMO energy (eV): -10.33
Gap between HOMO and LUMO (eV): 9.85
Energy above the lowest of the compared OMol25 structures with the same formula, charge and spin (kcal/mol): 65.06
Strongest force on any atom (eV/Å): 2.7

[3]
The following is a DFT calculation (ωB97M-V with the def2-TZVPD basis set) of a structure of composition C35H37GeN4O7V at a distorted geometry.

Atoms and positions in Å:
V: 0.532 -0.446 0.888
O: 0.096 2.442 3.748
C: 0.760 1.759 2.785
O: 0.586 0.520 2.679
C: 1.611 2.463 1.917
C: 1.866 3.858 2.007
C: 2.783 4.415 1.171
C: 3.482 3.583 0.264
C: 3.170 2.230 0.233
N: 2.229 1.664 0.981
C: 4.002 1.280 -0.583
O: 4.595 1.783 -1.686
O: 4.180 0.135 -0.278
H: -0.495 1.799 4.165
H: 1.322 4.438 2.740
H: 3.008 5.473 1.217
H: 4.276 3.999 -0.342
H: 4.265 2.672 -1.860
C: 0.153 -1.554 4.910
C: -1.144 -1.696 4.164
C: -2.345 -1.568 4.859
C: -3.567 -1.775 4.242
C: -3.598 -2.175 2.916
C: -2.423 -2.309 2.189
C: -2.427 -2.851 0.788
C: -1.196 -1.998 2.793
N: -0.056 -1.978 1.955
C: 0.955 -2.827 2.160
O: 1.046 -3.744 2.981
C: 2.046 -2.625 1.145
C: 3.182 -3.410 1.151
C: 4.082 -3.301 0.105
C: 3.791 -2.426 -0.929
C: 2.643 -1.660 -0.862
N: 1.788 -1.730 0.166
C: 2.314 -0.770 -2.016
O: 3.107 -0.604 -2.923
N: 1.032 -0.288 -2.056
C: 0.595 0.214 -3.337
C: 0.471 1.589 -3.516
C: 0.793 2.549 -2.406
C: 0.049 2.059 -4.755
C: -0.246 1.181 -5.782
C: -0.126 -0.185 -5.580
C: 0.295 -0.688 -4.356
C: 0.428 -2.168 -4.132
H: -0.023 -1.163 5.914
H: 0.638 -2.528 4.987
H: 0.846 -0.893 4.392
H: -2.315 -1.311 5.913
H: -4.488 -1.654 4.800
H: -4.545 -2.395 2.435
H: -3.436 -3.123 0.483
H: -2.020 -2.126 0.084
H: -1.800 -3.745 0.741
H: 3.318 -4.100 1.971
H: 4.981 -3.903 0.083
H: 4.433 -2.297 -1.787
H: 1.863 2.766 -2.400
H: 0.256 3.487 -2.546
H: 0.530 2.138 -1.432
H: -0.072 3.126 -4.907
H: -0.577 1.559 -6.742
H: -0.371 -0.877 -6.378
H: 0.045 -2.723 -4.988
H: 1.476 -2.442 -3.986
H: -0.134 -2.456 -3.243
O: -1.081 -0.849 -1.567
C: -0.004 -0.589 -1.054
C: -4.126 -0.506 -0.844
Ge: -2.890 0.930 -0.268
C: -2.681 2.037 -1.898
C: -4.073 1.993 0.951
C: -1.239 0.793 0.784
H: -4.930 -0.018 -1.400
H: -4.567 -1.030 0.005
H: -3.624 -1.220 -1.493
H: -3.670 2.291 -2.285
H: -2.145 1.476 -2.665
H: -2.140 2.963 -1.694
H: -4.999 2.296 0.455
H: -3.568 2.889 1.318
H: -4.334 1.377 1.816
H: -1.610 0.685 1.810
H: -0.832 1.815 0.714

Summary:
HOMO energy (spin up / spin down) (eV): -3.52 / -5.36
Spin multiplicity: 4
Gap between HOMO and LUMO (spin up / spin down) (eV): 5.66 / 7.44
Charge: -1
Energy above the lowest of the compared OMol25 structures with the same formula, charge and spin (kcal/mol): 0.00
Strongest force on any atom (eV/Å): 3.5

[4]
The following is a DFT calculation (ωB97M-V with the def2-TZVPD basis set) of the ion C3H2Br2NO2 with charge -1 at a distorted geometry.

Atoms and positions in Å:
C: 0.948 -0.403 0.028
C: 0.875 0.830 0.842
C: -1.190 0.194 0.045
N: -0.257 -0.848 -0.309
O: -0.618 -2.020 -0.780
O: -0.495 1.106 0.815
Br: 2.429 -1.484 -0.061
Br: 1.797 2.232 -0.319
H: -1.551 0.755 -0.797
H: -1.939 -0.362 0.538

Summary:
HOMO energy (spin up / spin down) (eV): -1.07 / -3.83
Spin multiplicity: 3
Gap between HOMO and LUMO (spin up / spin down) (eV): 4.51 / 6.60
Charge: -1
Energy above the lowest of the compared OMol25 structures with the same formula, charge and spin (kcal/mol): 22.98
Strongest force on any atom (eV/Å): 4.9

[5]
The following is a DFT calculation (ωB97M-V with the def2-TZVPD basis set) of the ion C2H7N2P2 with charge +1 at a distorted geometry.

Atoms and positions in Å:
C: -2.316 -0.325 -0.171
C: -1.589 -1.274 0.555
N: 1.238 -0.213 -0.550
N: 1.151 2.340 0.140
P: -1.883 1.400 -0.236
P: 0.216 0.833 0.250
H: -3.343 -0.601 -0.697
H: -0.923 -0.970 1.387
H: -1.734 -2.335 0.315
H: 1.717 0.010 -1.454
H: 1.152 -1.150 -0.425
H: 1.025 3.135 0.878
H: 2.129 2.035 0.140

Summary:
HOMO energy (spin up / spin down) (eV): -13.07 / -13.05
Gap between HOMO and LUMO (spin up / spin down) (eV): 6.66 / 6.53
Charge: +1
Energy above the lowest of the compared OMol25 structures with the same formula, charge and spin (kcal/mol): 40.34
SMILES: C=CP=P(N)=[NH2+]
Strongest force on any atom (eV/Å): 4.0

[6]
The following is a DFT calculation (ωB97M-V with the def2-TZVPD basis set) of a cluster of 2 separate species, C12H13N2P in total at a distorted geometry.

Atoms and positions in Å:
C: -0.243 -0.916 -3.966
C: 0.369 -1.175 3.695
C: 0.662 -0.803 -2.936
C: -1.514 -0.461 -3.774
C: 1.271 -0.474 2.876
C: -0.894 -1.335 3.189
C: 0.271 -0.173 -1.724
C: -1.928 0.027 -2.525
C: 0.692 0.269 1.833
C: -1.398 -0.760 1.954
C: -1.027 0.154 -1.420
C: -0.534 0.123 1.368
N: -3.069 0.618 0.246
N: 2.871 1.310 0.178
P: -1.580 1.012 0.075
H: 0.206 -1.342 -4.884
H: 0.498 -1.729 4.650
H: 1.656 -1.272 -3.000
H: -2.284 -0.439 -4.504
H: 2.380 -0.281 3.127
H: -1.503 -1.994 3.809
H: 1.015 0.060 -1.046
H: -2.951 0.525 -2.470
H: 2.284 0.905 0.814
H: -2.425 -0.782 1.656
H: -3.416 0.914 1.155
H: 3.784 1.516 0.659
H: 2.576 2.234 -0.053

Summary:
HOMO energy (spin up / spin down) (eV): -8.09 / -8.98
Gap between HOMO and LUMO (spin up / spin down) (eV): 7.23 / 7.70
Energy above the lowest of the compared OMol25 structures with the same formula, charge and spin (kcal/mol): 87.65
Strongest force on any atom (eV/Å): 4.7

| no. | E_tot (hartree) |
| --- | --- |
| 1 | -382.179942 |
| 2 | -993.669551 |
| 3 | -5122.698401 |
| 4 | -5468.634213 |
| 5 | -872.283964 |
| 6 | -915.741988 |